A 15-piece molecular cluster, C52H142N16O23 overall at a distorted geometry. Source: OMol25; level of theory: wB97M-V/def2-TZVPD.

Properties
Total energy: -127143.3099 eV
Net charge: 0
Gap between HOMO and LUMO: 8.4 eV
Maximum force: 8.088 eV Å⁻¹
Energy relative to the best compared isomer or geometry (same formula, charge and spin): 838.4 kJ/mol

Element x y z (Å)
C1 6.342 7.042 -4.960
O1 7.128 7.965 -5.340
N1 5.373 6.510 -5.587
N2 6.525 6.397 -3.899
H1 4.772 5.790 -5.211
H2 5.406 6.821 -6.547
H3 5.773 5.838 -3.521
H4 7.370 6.641 -3.401
C2 -2.804 -5.815 -4.645
O2 -3.644 -4.970 -5.005
N3 -2.830 -6.919 -5.315
N4 -1.987 -5.777 -3.664
H5 -3.578 -6.891 -5.993
H6 -2.394 -7.736 -4.912
H7 -1.861 -4.874 -3.230
H8 -1.338 -6.526 -3.470
C3 -10.430 -3.573 1.772
O3 -10.800 -2.634 2.418
N5 -11.263 -4.139 0.913
N6 -9.250 -4.200 1.806
H9 -10.987 -4.842 0.243
H10 -12.177 -3.720 1.007
H11 -9.189 -5.055 1.272
H12 -8.430 -3.890 2.308
C4 -0.054 4.381 -2.166
O4 0.848 4.292 -2.924
N7 0.045 4.079 -0.951
N8 -1.223 4.916 -2.351
H13 -0.703 4.265 -0.299
H14 0.857 3.540 -0.686
H15 -1.905 4.549 -1.702
H16 -1.575 5.137 -3.272
C5 -2.773 -3.506 -12.390
O5 -1.902 -2.534 -12.934
C6 -2.479 -1.689 -13.916
C7 -1.666 -0.405 -14.093
N9 -1.518 0.047 -12.693
C8 -0.378 0.972 -12.617
C9 0.023 0.969 -11.129
O6 0.277 -0.371 -10.776
C10 0.107 -0.654 -9.394
H17 -3.770 -3.417 -12.821
H18 -3.010 -3.420 -11.330
H19 -2.409 -4.510 -12.605
H20 -3.533 -1.477 -13.738
H21 -2.483 -2.117 -14.918
H22 -2.299 0.312 -14.616
H23 -0.816 -0.588 -14.750
H24 -1.339 -0.765 -12.120
H25 -0.756 1.947 -12.923
H26 0.509 0.815 -13.231
H27 -0.905 1.270 -10.643
H28 0.822 1.613 -10.763
H29 0.129 -1.725 -9.192
H30 -0.859 -0.280 -9.053
H31 0.772 -0.078 -8.750
C11 -8.578 19.885 -0.876
O7 -7.872 19.308 -1.949
C12 -7.108 18.157 -1.617
C13 -6.629 17.449 -2.829
N10 -6.701 15.980 -2.686
C14 -5.548 15.349 -2.134
C15 -5.709 13.795 -2.228
O8 -6.784 13.283 -1.417
C16 -6.731 11.924 -1.071
H32 -7.908 19.956 -0.019
H33 -9.408 19.250 -0.568
H34 -8.950 20.833 -1.266
H35 -7.859 17.623 -1.034
H36 -6.217 18.466 -1.071
H37 -5.608 17.631 -3.166
H38 -7.337 17.795 -3.582
H39 -7.554 15.654 -2.254
H40 -5.352 15.593 -1.090
H41 -4.685 15.715 -2.690
H42 -4.755 13.402 -1.877
H43 -5.934 13.372 -3.207
H44 -5.888 11.745 -0.404
H45 -6.742 11.314 -1.974
H46 -7.582 11.667 -0.440
C17 9.801 -7.743 2.311
O9 10.204 -8.899 3.031
C18 11.326 -9.561 2.364
C19 11.679 -10.799 3.170
N11 12.030 -10.549 4.568
C20 11.972 -11.753 5.320
C21 12.570 -11.576 6.802
O10 11.438 -11.352 7.595
C22 11.728 -11.080 8.958
H47 8.891 -7.293 2.708
H48 9.614 -7.979 1.264
H49 10.593 -6.996 2.365
H50 12.205 -8.917 2.354
H51 11.024 -9.891 1.370
H52 12.544 -11.376 2.844
H53 10.766 -11.351 2.950
H54 11.325 -9.953 4.977
H55 12.677 -12.406 4.806
H56 11.033 -12.300 5.404
H57 13.386 -10.857 6.867
H58 12.967 -12.547 7.098
H59 12.453 -11.779 9.375
H60 10.840 -11.335 9.535
H61 12.005 -10.049 9.176
C23 -10.726 2.413 -2.845
O11 -11.935 3.066 -3.055
C24 -13.078 2.131 -3.168
C25 -14.457 2.754 -2.772
N12 -15.334 2.455 -3.870
C26 -16.709 2.668 -3.571
C27 -17.659 1.919 -4.479
O12 -17.553 0.486 -4.110
C28 -18.481 -0.471 -4.534
H62 -10.762 1.873 -1.899
H63 -9.906 3.118 -2.708
H64 -10.526 1.788 -3.716
H65 -12.967 1.261 -2.521
H66 -13.029 1.720 -4.176
H67 -14.607 3.817 -2.583
H68 -14.659 2.472 -1.739
H69 -15.245 1.488 -4.150
H70 -16.930 3.710 -3.801
H71 -16.998 2.547 -2.527
H72 -17.395 2.124 -5.516
H73 -18.622 2.349 -4.206
H74 -19.119 -0.010 -5.289
H75 -19.198 -0.719 -3.751
H76 -17.932 -1.352 -4.865
C29 -4.736 2.928 12.013
O13 -4.446 3.100 13.378
C30 -4.831 2.020 14.193
C31 -3.732 1.787 15.220
N13 -2.363 1.353 14.775
C32 -2.283 0.029 14.214
C33 -2.471 -1.095 15.234
O14 -1.589 -0.871 16.283
C34 -1.475 -1.966 17.215
H77 -4.358 3.672 11.311
H78 -5.823 2.936 11.932
H79 -4.405 1.943 11.684
H80 -5.223 1.111 13.735
H81 -5.757 2.314 14.687
H82 -4.132 1.142 16.002
H83 -3.733 2.690 15.831
H84 -1.754 1.436 15.576
H85 -1.293 -0.137 13.790
H86 -2.972 -0.105 13.379
H87 -2.229 -2.004 14.683
H88 -3.511 -1.196 15.543
H89 -0.849 -1.645 18.048
H90 -1.025 -2.849 16.761
H91 -2.408 -2.146 17.749
C35 4.311 -9.554 -2.623
O15 4.653 -9.997 -3.938
C36 3.596 -10.024 -4.843
C37 4.277 -10.312 -6.217
N14 5.158 -9.196 -6.560
C38 4.387 -8.123 -7.096
C39 5.067 -6.762 -6.950
O16 5.317 -6.376 -5.583
C40 6.524 -5.528 -5.546
H92 3.786 -8.600 -2.588
H93 5.239 -9.590 -2.053
H94 3.561 -10.149 -2.102
H95 3.190 -9.013 -4.804
H96 2.786 -10.697 -4.562
H97 3.409 -10.411 -6.869
H98 4.766 -11.280 -6.325
H99 5.565 -8.839 -5.707
H100 3.438 -7.836 -6.643
H101 3.995 -8.303 -8.097
H102 4.401 -6.027 -7.402
H103 5.830 -6.704 -7.726
H104 7.442 -6.072 -5.770
H105 6.489 -5.286 -4.483
H106 6.590 -4.696 -6.247
C41 -2.612 2.903 2.224
O17 -2.399 1.910 1.162
C42 -2.511 0.514 1.571
C43 -2.317 -0.418 0.323
N15 -0.853 -0.497 0.030
C44 -0.119 -1.077 1.112
C45 1.319 -1.166 0.703
O18 1.934 0.147 0.631
C46 3.093 0.163 -0.237
H107 -2.006 3.762 1.935
H108 -2.240 2.715 3.232
H109 -3.674 3.149 2.210
H110 -3.510 0.374 1.983
H111 -1.816 0.398 2.403
H112 -2.799 -0.217 -0.634
H113 -2.652 -1.413 0.615
H114 -0.493 0.447 0.030
H115 -0.665 -1.973 1.407
H116 -0.020 -0.596 2.085
H117 1.459 -1.554 -0.306
H118 1.866 -1.795 1.406
H119 3.553 1.149 -0.187
H120 2.710 0.010 -1.246
H121 3.828 -0.579 0.075
C47 16.042 -0.140 -0.613
O19 15.988 0.091 0.841
C48 15.944 -1.074 1.689
C49 14.439 -1.493 1.920
N16 13.921 -0.878 3.140
C50 12.561 -1.320 3.529
C51 12.116 -0.422 4.683
O20 12.160 1.023 4.448
C52 11.635 1.782 5.549
H122 16.264 0.854 -1.002
H123 15.172 -0.596 -1.086
H124 16.928 -0.724 -0.860
H125 16.415 -0.947 2.664
H126 16.403 -1.853 1.079
H127 14.379 -2.577 1.829
H128 13.835 -1.082 1.111
H129 13.791 0.121 3.070
H130 12.523 -2.333 3.928
H131 11.806 -1.059 2.788
H132 12.755 -0.729 5.511
H133 11.144 -0.688 5.100
H134 12.149 1.541 6.480
H135 10.597 1.497 5.718
H136 11.666 2.817 5.209
O21 -0.545 2.999 10.243
H137 -1.194 3.488 9.738
H138 -0.860 3.044 11.146
O22 0.035 7.206 6.541
H139 -0.348 8.068 6.704
H140 0.849 7.390 6.073
O23 -4.535 -3.990 5.280
H141 -5.057 -4.088 6.076
H142 -4.003 -4.784 5.242

Force components x, y, z for each atom (eV/Å):
C 4.3 4.6 -2.1
O -1.8 -1.7 0.1
N -4.1 -0.1 -5.1
N 2.3 -2.4 7.0
H 0.3 0.2 -0.6
H -1.2 -0.5 -0.1
H 0.8 0.0 0.4
H -0.5 -0.2 0.6
C -4.4 2.3 -2.5
O 1.1 0.9 1.0
N 0.4 -3.7 -2.0
N 3.0 1.4 4.0
H 0.2 -0.8 0.1
H -0.4 -0.2 -0.7
H 0.1 -0.3 0.2
H -0.1 0.4 -0.1
C 0.4 0.0 0.2
O 0.2 1.7 1.5
N -1.9 -0.8 -1.4
N 2.1 -1.0 0.1
H -0.5 0.3 0.1
H 0.0 -0.5 -0.7
H 0.4 0.3 0.3
H -0.5 0.1 0.0
C 0.4 1.1 -2.1
O 2.8 -0.4 -3.4
N 1.6 -2.7 7.4
N -5.0 1.9 -1.9
H 0.6 -0.4 0.1
H -0.3 0.2 0.3
H -0.4 0.4 -0.6
H 0.3 -0.1 0.1
C -0.9 -0.2 -0.5
O -0.2 0.1 0.1
C -0.1 0.1 -1.5
C -1.9 -0.7 1.8
N 1.7 0.8 -1.9
C -0.1 0.5 1.6
C -1.1 0.0 -0.1
O 0.5 -0.8 0.6
C -0.6 0.9 -0.1
H -0.1 -0.1 -0.4
H 0.8 0.4 0.3
H 0.1 0.0 0.1
H 0.0 0.2 0.6
H 0.1 -0.9 -0.1
H -0.1 0.1 -0.2
H 0.7 0.0 0.6
H 0.3 -0.1 -0.1
H 0.1 0.3 0.2
H 0.0 -0.8 -0.3
H -0.1 0.2 0.5
H 0.2 0.2 -0.5
H 0.4 0.1 -0.3
H -0.5 -0.1 -0.2
H 0.7 -0.3 -0.1
C 0.5 -0.5 -0.4
O 0.4 0.6 -1.2
C -0.3 1.6 1.1
C -1.1 -1.7 -0.7
N -0.5 0.8 -0.9
C -0.8 -1.4 -0.1
C 0.2 -0.2 0.6
O -0.2 1.5 0.5
C 0.2 0.4 0.2
H 0.0 0.6 0.2
H -0.3 -0.1 0.0
H 0.1 0.0 0.5
H 0.7 -1.1 0.3
H -0.2 0.0 0.9
H -0.1 0.6 0.2
H 0.2 -0.3 -0.6
H 0.0 0.1 0.1
H 0.0 0.0 0.5
H 0.2 -0.5 -0.2
H 0.1 -0.4 0.1
H 0.4 0.6 -0.5
H 0.5 -0.3 -0.4
H 0.2 -0.4 0.1
H -0.4 0.3 -0.3
C 0.4 -0.1 0.0
O 0.6 -0.5 -0.7
C 0.3 0.5 1.2
C -0.4 0.2 0.1
N -1.6 1.0 -0.3
C 2.8 -0.8 1.8
C -1.3 -1.4 -2.0
O 0.0 1.1 1.0
C -0.7 -0.8 0.2
H 0.0 -0.4 0.4
H 0.0 -0.1 -0.2
H 0.1 0.2 -0.1
H -0.1 0.5 -0.3
H 0.1 0.3 -0.2
H -0.2 0.2 -1.0
H -0.2 -1.0 0.9
H -0.1 0.6 -0.1
H 0.0 -0.5 0.0
H -0.4 0.3 0.0
H -0.3 0.5 -0.1
H 0.4 -0.2 0.0
H 0.6 0.1 -0.3
H -0.3 0.3 -0.2
H 0.2 0.1 -0.3
C 0.1 -0.2 0.2
O -2.1 -0.1 0.3
C 1.1 1.5 0.7
C 1.3 0.6 -0.6
N -0.3 -1.3 0.2
C -1.0 0.9 -0.7
C 0.2 -1.4 1.4
O 1.0 1.8 0.2
C -0.7 1.0 -0.3
H 0.1 -0.6 -0.1
H -0.2 0.3 -0.4
H 0.4 -0.5 0.2
H 0.5 0.0 0.4
H -0.5 0.3 -0.3
H 1.3 0.6 -0.7
H -0.8 -1.4 0.0
H 0.2 -0.3 0.1
H -0.1 0.4 0.1
H 0.1 -0.5 0.2
H -0.2 -0.4 -0.2
H -0.5 -0.5 -0.4
H 0.1 -0.5 -0.7
H 0.2 -0.3 0.4
H -0.3 0.0 -0.2
C -1.1 -0.9 0.1
O 0.8 0.3 -0.7
C 0.0 0.2 0.6
C 0.1 -0.5 0.8
N -1.6 1.4 -0.1
C 0.1 -0.4 0.5
C -0.3 -0.2 -1.2
O 0.5 -0.7 1.3
C 0.0 1.2 0.2
H 0.4 0.3 0.7
H -0.3 0.0 -0.5
H 0.2 -0.1 -0.2
H 0.8 -0.2 -1.0
H 0.0 0.3 0.7
H -0.3 -0.9 -0.1
H 0.9 0.5 -0.5
H 0.1 -0.1 -0.1
H 0.2 0.3 0.0
H -0.2 0.1 0.1
H 0.1 -0.5 0.1
H -0.2 0.1 0.4
H 0.5 0.2 -0.4
H -0.3 -0.1 -0.1
H -0.5 -0.4 -0.6
C -0.1 -0.4 -0.3
O 0.3 -0.3 1.9
C 1.0 0.1 -0.6
C -1.4 0.3 0.8
N -0.6 -0.5 -0.3
C -0.8 2.1 0.2
C -0.9 0.1 -1.5
O 1.8 0.2 -2.3
C -0.8 -1.2 1.1
H 0.6 0.7 -0.5
H -0.2 0.4 0.0
H 0.1 -1.0 -0.2
H -0.5 0.2 -0.6
H 0.1 -0.5 0.0
H 0.2 0.4 -0.7
H 0.2 0.1 0.7
H 0.3 -0.3 0.3
H -0.6 -1.0 1.2
H 0.9 0.0 -0.5
H -0.6 0.2 0.3
H 1.5 -0.1 1.0
H -0.1 -0.6 0.2
H 0.6 0.8 -0.3
H -0.9 0.3 0.2
C 0.3 -0.4 -1.5
O 0.3 -0.1 1.1
C -1.4 1.4 -1.1
C 2.0 0.3 1.3
N -1.1 0.7 0.4
C 0.5 -0.6 0.4
C 1.4 -0.2 -0.8
O 0.0 -0.1 0.4
C -1.3 0.1 0.6
H -0.3 0.2 -0.3
H -0.2 -1.0 0.0
H 0.0 0.1 0.4
H -0.3 -0.1 0.1
H 0.2 -0.7 -0.3
H -0.4 0.8 0.5
H 0.0 -0.2 0.1
H -0.2 0.5 -0.8
H 0.8 -0.8 -0.3
H -0.6 1.1 0.2
H -0.4 -0.6 0.0
H 0.3 0.0 0.1
H -0.2 0.0 0.2
H 0.4 -0.3 -0.2
H 0.0 -0.2 -0.2
C 1.0 0.6 1.7
O 0.1 0.0 -0.5
C -2.0 -0.4 -1.9
C 0.8 1.5 -0.3
N -0.9 -1.5 1.0
C 0.0 2.2 0.4
C 0.3 0.4 1.5
O 0.1 -1.6 0.1
C -0.2 -1.0 -1.0
H -0.5 0.0 -0.2
H -0.3 0.1 0.4
H 0.0 -0.4 0.1
H 0.2 0.4 -0.3
H 0.4 -0.4 0.5
H -0.3 -0.1 0.9
H 0.2 -0.2 -0.7
H 0.7 0.2 -0.5
H 0.0 -0.1 -0.5
H 0.0 -0.9 -0.9
H 0.6 0.7 0.4
H -0.6 0.0 -0.6
H 0.4 0.4 0.0
H -0.3 0.1 -0.1
H 0.2 0.0 0.5
O 0.2 -0.1 -0.1
H -0.1 0.1 -0.2
H -0.1 0.0 0.3
O -0.1 -0.2 0.0
H -0.1 0.2 0.1
H 0.2 0.0 -0.1
O 0.0 0.2 -0.2
H -0.2 0.0 0.2
H 0.2 -0.2 0.0

Löwdin atomic charge list, values in e, 99 entries:
1 C -0.807
2 O -0.022
3 N 0.165
4 N 0.156
5 H 0.124
6 H 0.129
7 H 0.122
8 H 0.132
9 C -0.801
10 O -0.007
11 N 0.149
12 N 0.179
13 H 0.125
14 H 0.109
15 H 0.128
16 H 0.118
17 C -0.774
18 O 0.048
19 N 0.140
20 N 0.155
21 H 0.104
22 H 0.117
23 H 0.097
24 H 0.113
25 C -0.871
26 O 0.069
27 N 0.171
28 N 0.164
29 H 0.109
30 H 0.130
31 H 0.105
32 H 0.121
33 C -0.100
34 O -0.184
35 C -0.237
36 C -0.196
37 N -0.045
38 C -0.202
39 C -0.226
40 O -0.207
41 C -0.100
42 H 0.078
43 H 0.085
44 H 0.085
45 H 0.117
46 H 0.114
47 H 0.115
48 H 0.113
49 H 0.080
50 H 0.114
51 H 0.110
52 H 0.111
53 H 0.121
54 H 0.090
55 H 0.080
56 H 0.082
57 C -0.114
58 O -0.213
59 C -0.233
60 C -0.182
61 N -0.080
62 C -0.218
63 C -0.185
64 O -0.217
65 C -0.124
66 H 0.084
67 H 0.082
68 H 0.092
69 H 0.124
70 H 0.125
71 H 0.119
72 H 0.119
73 H 0.109
74 H 0.113
75 H 0.116
76 H 0.109
77 H 0.120
78 H 0.083
79 H 0.087
80 H 0.085
81 C -0.119
82 O -0.198
83 C -0.202
84 C -0.224
85 N -0.065
86 C -0.214
87 C -0.203
88 O -0.201
89 C -0.113
90 H 0.085
91 H 0.080
92 H 0.083
93 H 0.120
94 H 0.119
95 H 0.122
96 H 0.115
97 H 0.108
98 H 0.106
99 H 0.121